Record 1
{
  "formula": "C8H30CsN12O11S",
  "method": "ωB97M-V with the def2-TZVPD basis set",
  "symbols": ["Cs", "S", "O", "O", "O", "O", "C", "O", "N", "N", "H", "H", "H", "H", "C", "O", "N", "N", "H", "H", "H", "H", "C", "O", "N", "N", "H", "H", "H", "H", "C", "O", "N", "N", "H", "H", "H", "H", "C", "O", "N", "N", "H", "H", "H", "H", "C", "O", "N", "N", "H", "H", "H", "H", "C", "C", "O", "H", "H", "H", "H", "H", "H"],
  "coordinates": [[-0.23520, -4.78600, 0.23297], [0.53228, -0.93357, -0.34540], [1.12374, -0.05721, -1.31614], [0.66285, -2.31587, -0.73996], [1.26097, -0.69254, 0.92920], [-0.90200, -0.76026, -0.20127], [0.94948, 3.24053, 2.13144], [1.39216, 4.30401, 2.50337], [1.24306, 2.69540, 1.02690], [0.37877, 2.42616, 2.92578], [1.71579, 3.19158, 0.28500], [1.06638, 1.70098, 1.02385], [0.18230, 2.75988, 3.85860], [0.39654, 1.41765, 2.87419], [-0.08311, -1.10854, -4.51342], [-0.32832, -1.35665, -5.68987], [0.02724, -2.00216, -3.52480], [0.01385, 0.03784, -3.88983], [-0.13917, -2.96174, -3.79239], [0.42600, -1.94823, -2.59842], [0.21970, 0.18056, -2.91138], [-0.00833, 0.88056, -4.44608], [-3.49199, -2.48714, -0.80054], [-4.58670, -2.99356, -0.99629], [-3.17333, -1.88147, 0.26869], [-2.53677, -2.39521, -1.65540], [-3.82191, -1.76278, 1.03377], [-2.24563, -1.51171, 0.11782], [-2.60973, -2.94887, -2.49697], [-1.77755, -1.74574, -1.50751], [3.37015, -1.69915, 3.45651], [4.01229, -2.01090, 4.45749], [2.90190, -2.59669, 2.65251], [2.94348, -0.52154, 3.15075], [2.03576, -2.28529, 2.23665], [3.20594, -3.52775, 2.89907], [2.46770, -0.46463, 2.26166], [3.41234, 0.24726, 3.60816], [-1.31195, -0.65667, 3.49879], [-1.85022, -0.38248, 4.59563], [-0.13822, -1.19867, 3.47275], [-1.79990, -0.44162, 2.35855], [0.39597, -1.36339, 4.31395], [0.08792, -1.51717, 2.54134], [-2.59465, 0.17423, 2.26251], [-1.22944, -0.69173, 1.56350], [3.55342, 2.41894, -1.79816], [4.40823, 3.17667, -2.26733], [3.60142, 1.16749, -1.47610], [2.26370, 2.71050, -1.71262], [4.34529, 0.76111, -2.02530], [2.73400, 0.71354, -1.22788], [1.96839, 3.57355, -2.14624], [1.72429, 1.85781, -1.66740], [-3.43059, 2.53683, -1.83617], [-2.67709, 1.38343, -1.34899], [-2.23553, 1.48291, -0.02758], [-4.36806, 2.71384, -1.30897], [-3.70020, 2.32421, -2.87068], [-2.89539, 3.48637, -1.83005], [-1.85551, 1.16712, -2.03186], [-3.34982, 0.55044, -1.55313], [-1.64697, 0.72556, 0.01271]],
  "e_tot_ha": -2225.89932,
  "e_lumo_ev": [-1.18, -6.28],
  "homo_lumo_gap_ev": [8.20, 3.10],
  "spin_multiplicity": 2,
  "s_squared": 0.76
}

Record 2
{
  "formula": "C8H30N2O6",
  "method": "ωB97M-V with the def2-TZVPD basis set",
  "symbols": ["C", "C", "C", "O", "C", "N", "H", "H", "H", "H", "H", "H", "H", "H", "H", "H", "H", "C", "C", "C", "O", "C", "N", "H", "H", "H", "H", "H", "H", "H", "H", "H", "H", "H", "O", "H", "H", "O", "H", "H", "O", "H", "H", "O", "H", "H"],
  "coordinates": [[0.12399, -0.07909, 5.58326], [0.87996, -0.40774, 4.30685], [1.37976, 0.80244, 3.47898], [0.38925, 1.71853, 3.10183], [-0.52992, 1.18575, 2.15176], [2.09788, -1.19966, 4.65797], [-0.80577, 0.47289, 5.45680], [0.79726, 0.53906, 6.18141], [-0.07046, -1.01249, 6.11104], [0.29912, -1.06624, 3.65100], [2.03849, 0.47818, 2.66484], [2.05327, 1.33374, 4.15883], [-1.27683, 1.96280, 2.00554], [-1.09855, 0.37682, 2.61988], [-0.08465, 0.81260, 1.22931], [1.81093, -2.13651, 4.92004], [2.57418, -1.32139, 3.76777], [1.58200, -0.53545, -1.35362], [0.58678, 0.09534, -2.31970], [1.19815, 0.82889, -3.52048], [2.15383, 0.00882, -4.13965], [2.65804, 0.54815, -5.35753], [-0.48322, -0.90018, -2.60177], [2.05787, -1.46813, -1.65852], [1.01701, -0.86043, -0.47487], [2.31767, 0.21289, -1.06065], [0.05733, 0.84932, -1.72706], [1.65071, 1.77251, -3.19298], [0.35712, 1.14900, -4.15050], [2.97576, 1.56988, -5.14190], [1.95319, 0.44686, -6.18513], [3.52251, -0.04617, -5.65173], [-0.95884, -0.50373, -3.41455], [-0.05778, -1.71918, -3.03561], [-2.18418, -0.37674, -0.37057], [-1.44489, -0.56927, -0.99109], [-2.29303, 0.59344, -0.40261], [-4.01106, -1.04723, -2.80616], [-3.13694, -1.01252, -3.19542], [-3.87536, -1.48793, -1.95818], [-2.47245, 2.32449, -0.25264], [-3.21156, 2.54580, -0.83278], [-2.12213, 3.17309, 0.03731], [-3.15967, -2.85822, -0.09314], [-2.30476, -3.29198, -0.03618], [-2.95005, -1.90099, -0.15936]],
  "e_tot_ha": -883.70000,
  "e_lumo_ev": 0.12,
  "homo_lumo_gap_ev": 9.50,
  "spin_multiplicity": 1,
  "e_above_lowest_kcal_mol": 12.9
}

Record 3
{
  "formula": "C8H30N2O7",
  "method": "ωB97M-V with the def2-TZVPD basis set",
  "symbols": ["C", "C", "O", "H", "H", "H", "H", "H", "H", "C", "O", "N", "N", "H", "H", "H", "H", "C", "O", "H", "H", "H", "H", "C", "O", "H", "H", "H", "H", "C", "O", "H", "H", "H", "H", "C", "O", "H", "H", "H", "H", "C", "O", "H", "H", "H", "H"],
  "coordinates": [[-0.93809, -1.86670, -0.35491], [-0.15409, -1.01970, 0.67809], [-0.03709, 0.22630, 0.08809], [-0.80709, -2.90670, -0.14791], [-0.76009, -1.80470, -1.38591], [-2.00809, -1.71570, -0.29491], [0.85491, -1.39970, 0.78509], [-0.57909, -0.99270, 1.67309], [-0.25609, 0.90830, 0.77009], [-0.21009, 2.18830, 2.59309], [1.04291, 2.76730, 2.62709], [-0.99009, 2.26730, 1.57009], [-0.66209, 1.52430, 3.59009], [-0.69309, 2.97730, 0.79709], [-1.89509, 1.87030, 1.52409], [0.01191, 1.43930, 4.37909], [-1.51709, 0.97230, 3.52209], [2.44691, -0.30570, 3.00209], [2.52891, 0.44330, 1.81309], [1.44791, -0.65170, 3.10009], [2.80791, 0.31230, 3.82209], [3.11391, -1.18370, 3.02109], [2.01891, 1.26830, 1.89109], [3.57091, -1.60770, -0.47891], [3.36991, -0.23370, -0.70891], [2.56891, -2.05470, -0.33491], [4.13291, -1.84470, 0.45809], [4.03891, -2.13770, -1.28991], [3.13691, 0.13930, 0.15709], [-4.38009, 1.05230, -0.18591], [-3.12509, 0.96530, 0.52509], [-5.19309, 0.50430, 0.31809], [-4.21009, 0.64830, -1.22891], [-4.61609, 2.10730, -0.24391], [-2.43509, 1.13330, -0.11591], [-1.84909, 0.21530, -3.08891], [-1.42509, 1.10230, -2.05291], [-1.30109, 0.33930, -4.00291], [-2.94609, 0.32030, -3.23291], [-1.77609, -0.76070, -2.70191], [-0.55909, 0.77030, -1.74391], [1.30191, -1.17270, -3.48991], [1.16591, -0.07870, -2.54591], [1.06891, -2.18570, -3.20091], [2.30991, -1.17870, -3.79191], [0.72491, -1.01070, -4.37091], [1.65891, -0.34970, -1.71091]],
  "e_tot_ha": -958.88857,
  "e_lumo_ev": 0.45,
  "homo_lumo_gap_ev": 10.12,
  "spin_multiplicity": 1,
  "e_above_lowest_kcal_mol": 0.0
}

Record 4
{
  "formula": "C8H30O8",
  "method": "ωB97M-V with the def2-TZVPD basis set",
  "symbols": ["C", "O", "C", "C", "O", "C", "H", "H", "H", "H", "H", "H", "H", "H", "H", "H", "O", "H", "H", "O", "H", "H", "C", "O", "H", "H", "H", "H", "C", "O", "H", "H", "H", "H", "C", "O", "H", "H", "H", "H", "C", "O", "H", "H", "H", "H"],
  "coordinates": [[2.84147, -19.80315, -10.26879], [2.99088, -18.68323, -9.43676], [3.37624, -17.51298, -10.28155], [3.75916, -16.24518, -9.37837], [4.80173, -16.47950, -8.40822], [5.12249, -15.41825, -7.47588], [3.11077, -20.67615, -9.67427], [3.66166, -19.74099, -10.98400], [1.89636, -19.88538, -10.80553], [2.49976, -17.20025, -10.84908], [4.23291, -17.59702, -10.95025], [2.87241, -15.90520, -8.84342], [4.02122, -15.40962, -10.02741], [5.16005, -14.43742, -7.94985], [6.07532, -15.49754, -6.95249], [4.31417, -15.24647, -6.76510], [10.72042, -13.61073, -4.64138], [11.16286, -13.92815, -3.85415], [10.56227, -12.68237, -4.46997], [9.30403, -10.05336, -9.18795], [9.50202, -9.43809, -9.89398], [9.70512, -9.66410, -8.41088], [5.99159, -8.74686, -5.86443], [7.05865, -8.84175, -4.92850], [5.18130, -9.33338, -5.43140], [5.60378, -7.72828, -5.87877], [6.40177, -9.09884, -6.81099], [7.70883, -8.19277, -5.20725], [7.49310, -15.22036, -9.91554], [7.94714, -14.86453, -11.20625], [8.08896, -16.08892, -9.63508], [7.71402, -14.47630, -9.15025], [6.42034, -15.40931, -9.87594], [8.88984, -14.69556, -11.14017], [8.73817, -16.35840, -4.69247], [9.93450, -16.91729, -5.03997], [8.27417, -17.17108, -4.13357], [8.88192, -15.52172, -4.00880], [8.10562, -16.14804, -5.55487], [10.19825, -17.54303, -4.36137], [7.80469, -12.46699, -6.18953], [6.58775, -11.86925, -5.81266], [8.50246, -12.55020, -5.35628], [7.73391, -13.51099, -6.49471], [8.20113, -11.73865, -6.89696], [6.73021, -11.14108, -5.20350]],
  "e_tot_ha": -924.52678,
  "e_lumo_ev": 0.26,
  "homo_lumo_gap_ev": 9.80,
  "spin_multiplicity": 1,
  "e_above_lowest_kcal_mol": 130.0
}